Record 1
Density functional theory data (the ωB97M-V functional and the def2-TZVPD basis) for a molecular structure, C13H27AlMgO3P.

Cartesian coordinates (Å):
O 1.69109 -3.67346 0.48399
P 0.94298 -2.31995 0.80999
Al 2.28023 -0.40570 0.42813
C 1.08545 1.19396 1.05362
O 0.94369 0.99477 2.53428
O 2.00592 1.57797 3.01659
H -0.27782 -2.10613 0.06599
H 0.61910 -2.27260 2.22605
H 2.63344 -0.33711 -1.11864
H 3.61962 -0.53366 1.30433
H 1.60108 2.23985 0.85058
H -0.00339 1.11492 0.60786
H 2.16958 1.22491 3.95523
C -2.94483 5.15497 -3.45514
C -2.14856 4.13542 -4.25429
C -1.95653 2.80599 -3.52031
C -1.16632 2.88895 -2.20869
C 0.24163 3.47746 -2.32745
C 1.16361 2.65722 -3.21596
H -2.43421 5.43061 -2.52790
H -3.08213 6.06898 -4.04202
H -3.93554 4.76422 -3.20188
H -1.17921 4.56284 -4.53307
H -2.67925 3.93892 -5.19334
H -1.46563 2.09868 -4.19750
H -2.94243 2.37656 -3.30081
H -1.09418 1.87627 -1.78605
H -1.73268 3.47827 -1.47817
H 0.68135 3.53001 -1.32399
H 0.19636 4.50809 -2.69670
H 1.25949 1.63358 -2.83955
H 2.16260 3.10518 -3.23592
H 0.80025 2.61478 -4.24693
C -0.78091 -5.73334 4.53425
C 0.16662 -6.33118 5.36464
C 1.51206 -6.33682 4.99781
C 1.91162 -5.73527 3.80407
C 0.96451 -5.13413 2.97552
C -0.38220 -5.13667 3.33790
H -1.82984 -5.73214 4.81882
H -0.14390 -6.79386 6.29812
H 2.24921 -6.80862 5.64181
H 2.96073 -5.73527 3.52041
H 1.27627 -4.66396 2.04607
H -1.12049 -4.67310 2.68950
Mg -3.83848 1.00960 -2.66125

Summary:
Electronic energy: -41375.0347 eV
Multiplicity: 1
HOMO energy: -10.33 eV
Net charge: +1

Löwdin population analysis, charges in e, atoms 1 to 5: -0.468, 0.656, 0.294, -0.173, -0.212


Record 2
Density functional theory data (the ωB97M-V functional and the def2-TZVPD basis) for 3 unconnected molecules or ions with the total composition C13H27ClN2O5S.

Cartesian coordinates (Å):
C -3.23052 -4.52390 1.61017
C -2.74613 -3.04612 1.37178
C -1.32085 -2.93389 0.74080
Cl -0.36693 -4.46932 1.03737
C -0.53779 -1.65539 1.11444
C 0.99229 -1.75447 0.74935
C 1.81151 -0.48446 1.16166
O 1.01938 0.70651 1.31614
S 0.11547 0.47120 2.68290
O 0.86283 0.66561 3.93572
O -1.02617 1.41548 2.55176
C -0.63873 -1.21699 2.60277
H -2.69389 -4.96882 2.46503
H -3.16799 -5.14067 0.70551
H -4.27953 -4.43587 1.95626
H -3.47581 -2.62560 0.65541
H -2.86229 -2.54128 2.34212
H -1.46525 -2.90264 -0.35313
H -0.92190 -0.81361 0.50336
H 1.48005 -2.60750 1.25285
H 1.03654 -1.91803 -0.34099
H 2.63403 -0.37694 0.42037
H 2.26879 -0.71311 2.14694
H -1.65516 -1.06069 2.98514
H -0.07531 -1.88303 3.28064
C 4.16228 3.05763 -2.44178
N 4.47881 1.67794 -2.12965
C 5.82893 1.33648 -1.71817
C 3.55410 0.69585 -2.20966
O 3.75126 -0.47671 -1.96022
H 4.79389 3.39799 -3.26521
H 4.34670 3.68022 -1.56371
H 3.11761 3.15540 -2.73236
H 6.24918 0.60852 -2.41399
H 5.80508 0.88926 -0.72301
H 6.45258 2.22742 -1.70209
H 2.56533 1.06065 -2.53132
C -3.53597 3.55926 -1.47041
N -3.18367 2.19445 -1.13662
C -1.82403 1.88892 -0.73250
C -4.08238 1.18666 -1.18758
O -3.84103 0.02600 -0.91945
H -2.92063 3.89941 -2.30661
H -3.35745 4.20189 -0.60562
H -4.58566 3.62705 -1.75201
H -1.39972 1.15474 -1.42249
H -1.83365 1.45954 0.26986
H -1.21318 2.78874 -0.73614
H -5.08498 1.51619 -1.50367

Summary:
Electronic energy: -50493.3950 eV
Multiplicity: 1
HOMO energy: -9.30 eV
ΔE to the lowest compared entry with this formula, charge and spin: 1.166 eV
Net charge: 0

Löwdin population analysis, charges in e, atoms 1 to 5: -0.156, -0.241, -0.573, 0.628, -0.346


Record 3
Density functional theory data (the ωB97M-V functional and the def2-TZVPD basis) for a molecular structure, C13H27O6Se2V.

Cartesian coordinates (Å):
V 1.03904 0.08982 0.29735
C -0.77930 0.82658 -1.96054
C -1.52113 1.34696 -0.75340
O -1.06315 0.59667 0.38194
C -1.43313 1.20006 1.62747
C -0.57666 0.58018 2.70656
O 0.80848 0.59673 2.34421
C 1.58847 1.77217 2.64179
C 1.44264 2.86582 1.58631
O 1.14558 2.21323 0.35442
C 1.39625 2.92359 -0.85426
C 1.45464 1.88391 -1.96936
O 0.62759 0.73697 -1.70336
H -0.96368 1.45590 -2.83398
H -1.09387 -0.19428 -2.17804
H -2.59475 1.19137 -0.88369
H -1.32174 2.40719 -0.57372
H -2.49200 1.01145 1.82826
H -1.27595 2.27964 1.55089
H -0.82485 -0.47383 2.82728
H -0.72193 1.09856 3.65726
H 2.61333 1.41155 2.66603
H 1.31128 2.14579 3.62968
H 2.38886 3.40096 1.49647
H 0.63667 3.57106 1.81371
H 2.35951 3.43111 -0.79284
H 0.59715 3.65800 -1.00127
H 2.45904 1.47476 -2.04252
H 1.16833 2.32339 -2.92729
C -4.65175 -2.86644 -0.22715
Se -2.99053 -1.88431 -0.00797
C -1.83327 -3.18987 -0.89313
C -0.64595 -3.65866 -0.07795
Se 0.91053 -2.49884 0.08941
C 1.63759 -2.78483 -1.69182
H -4.87403 -3.00700 -1.28148
H -5.43969 -2.26770 0.22446
H -4.59584 -3.82352 0.28438
H -1.52161 -2.82359 -1.87143
H -2.47420 -4.05459 -1.07189
H -0.22543 -4.55507 -0.53977
H -0.93734 -3.92595 0.93675
H 1.85343 -3.84304 -1.81498
H 2.55793 -2.20816 -1.73929
H 0.94288 -2.43880 -2.45345
O 3.93529 1.74818 0.27628
C 4.00136 0.52806 0.30394
O 2.99845 -0.28713 0.27910
H 4.97747 0.01596 0.34064

Summary:
Electronic energy: -182577.6954 eV
Multiplicity: 2
HOMO energy (spin up / spin down): -10.11 / -9.55 eV
ΔE to the lowest compared entry with this formula, charge and spin: 0.631 eV
Net charge: +1

Löwdin population analysis, charges in e, atoms 1 to 5: 0.702, -0.116, -0.155, -0.302, -0.142


Record 4
Density functional theory data (the ωB97M-V functional and the def2-TZVPD basis) for a molecular structure, C13H28AsN3PS5Tc.

Cartesian coordinates (Å):
Tc -1.28668 0.90257 0.19591
S -4.25550 4.19977 -2.46207
As -3.41030 2.95520 -0.98013
S -1.50477 3.07468 0.18964
S -3.10485 0.73525 -1.05397
S -5.25161 3.88749 -0.52485
C 0.99842 -0.78313 5.12205
C -0.51106 -0.38139 5.18670
C -1.18714 -0.67061 3.92213
N -0.99696 0.04160 2.78733
N -1.69839 -0.41310 1.75560
C -2.51605 -1.50470 2.07547
N -3.31468 -2.07912 1.22252
S -2.29321 -1.97109 3.72256
H 1.45311 -0.46943 6.05929
H 1.50945 -0.28098 4.30238
H 1.10611 -1.86159 5.02437
H -0.59067 0.69385 5.37555
H -1.00500 -0.90684 6.00403
H -3.46498 -1.70402 0.29586
H -3.89182 -2.87533 1.48199
C 1.74967 2.42150 -2.26081
C 1.31151 1.00190 -2.62954
C 0.49160 0.98931 -3.92103
P 0.54922 0.06501 -1.25401
C 1.65446 0.01774 0.21205
C 3.15645 -0.09176 -0.10838
C 1.38561 1.25979 1.08322
C 0.03184 -1.65886 -1.67773
C 1.27924 -2.39084 -2.23642
C -1.15821 -1.84723 -2.62160
H 2.34447 2.80200 -3.09251
H 2.37793 2.48589 -1.37660
H 0.88943 3.08544 -2.14936
H 2.19841 0.35769 -2.74276
H -0.37934 1.64329 -3.84495
H 0.17488 -0.00006 -4.23582
H 1.12614 1.38581 -4.71470
H 1.33836 -0.87223 0.76833
H 3.52144 0.77469 -0.65936
H 3.42320 -0.99215 -0.65204
H 3.69329 -0.12053 0.84252
H 1.72991 2.17954 0.61646
H 1.88803 1.15739 2.04638
H 0.32544 1.44797 1.37339
H -0.20393 -2.09167 -0.69600
H 1.55011 -2.01183 -3.22222
H 1.00265 -3.44008 -2.35201
H 2.14503 -2.35907 -1.58308
H -0.89202 -1.64956 -3.65622
H -2.03236 -1.24164 -2.38406
H -1.45586 -2.89652 -2.57351

Summary:
Electronic energy: -144862.8002 eV
Multiplicity: 1
HOMO energy (spin up / spin down): -21.13 / -21.14 eV
Net charge: +4

Löwdin population analysis, charges in e, atoms 1 to 5: 0.724, 0.391, -0.033, 0.377, 0.381